{"formula": "C24H18N7O3PdS4", "method": "ωB97M-V/def2-TZVPD", "symbols": ["Pd", "S", "S", "S", "S", "O", "O", "O", "N", "N", "N", "N", "N", "N", "N", "C", "C", "C", "C", "C", "C", "C", "C", "C", "C", "C", "C", "C", "C", "C", "C", "C", "C", "C", "C", "C", "C", "C", "C", "H", "H", "H", "H", "H", "H", "H", "H", "H", "H", "H", "H", "H", "H", "H", "H", "H", "H"], "coordinates": [[-0.45981, -1.01649, -0.11671], [1.35246, -2.24744, -0.72165], [-0.10035, -3.79631, -0.94234], [-4.85508, 0.18891, 0.81294], [-1.17261, 0.48151, -4.41582], [-1.30810, -2.89807, -0.77059], [0.06529, -4.66885, 0.18212], [0.01479, -4.33550, -2.25659], [-0.22723, -1.79722, 1.70393], [-0.55153, 2.40318, -0.67183], [1.12997, -0.24695, -3.24586], [0.79337, 0.36194, 0.66768], [-2.40701, -0.18009, 0.23159], [-2.79609, -0.15548, 2.54569], [-0.87606, -0.27624, -1.99901], [0.72648, 3.94861, -2.62460], [-0.58939, 4.14139, -2.33461], [1.17833, -1.74853, 3.65610], [1.47841, 1.15340, -0.26537], [-0.19345, -0.07991, -3.10992], [2.47526, 0.44646, 2.48646], [2.79989, 0.92502, -0.57644], [1.41938, -0.12693, 1.80993], [-4.40367, 0.17538, -0.85425], [3.47520, 1.70954, -1.52810], [-0.90427, -2.82112, 2.17535], [-2.55765, 0.47394, -3.39020], [0.44846, -2.85583, 4.14921], [1.44985, 2.94896, -1.93501], [2.88191, -0.06801, 3.73634], [2.81704, 2.69647, -2.19728], [2.26275, -1.13518, 4.32247], [0.79431, -1.23945, 2.40924], [-1.18193, 3.33510, -1.34119], [-3.20749, -0.06345, 1.25949], [-2.22837, 0.04113, -2.16069], [-3.07384, -0.01007, -0.97166], [0.76180, 2.19193, -0.95742], [-0.58803, -3.37577, 3.42456], [0.72343, -3.28808, 5.10303], [4.51878, 1.51156, -1.73305], [3.32921, 3.29867, -2.93758], [1.22916, 4.54732, -3.37443], [3.71241, 0.41090, 4.23764], [2.59041, -1.52144, 5.27780], [1.52007, -0.19428, -4.17221], [-1.15607, -4.22447, 3.77466], [-3.51585, 0.81480, -3.74196], [2.97858, 1.31383, 2.08692], [3.33124, 0.12501, -0.07767], [-1.81783, 0.02278, 2.71272], [-3.42408, 0.13971, 3.27370], [-5.13953, 0.31197, -1.62770], [-1.68699, -3.22247, 1.54824], [-2.22827, 3.48245, -1.09059], [-1.17470, 4.89864, -2.83728], [1.56703, -0.90686, -2.60818]], "forces_ev_per_a": [[0.33, -0.78, 0.13], [0.03, -0.12, 0.02], [0.09, -0.06, -0.06], [0.03, 0.02, -0.01], [-0.01, 0.03, 0.03], [-0.11, 0.47, -0.02], [-0.02, -0.04, -0.01], [0.00, 0.08, -0.02], [-0.11, -0.13, -0.04], [0.12, -0.11, -0.01], [-0.03, -0.14, -0.01], [-0.49, 0.47, -0.19], [0.08, 0.03, -0.01], [0.00, -0.04, 0.00], [-0.14, 0.05, 0.11], [0.02, 0.00, -0.02], [-0.01, 0.05, -0.02], [0.02, -0.01, 0.06], [0.02, 0.02, -0.17], [0.05, -0.05, -0.02], [0.02, 0.00, 0.06], [-0.04, 0.05, 0.00], [0.02, 0.12, -0.01], [0.05, -0.01, 0.01], [0.12, -0.05, 0.03], [-0.02, -0.05, -0.05], [0.02, -0.06, 0.05], [-0.04, -0.01, -0.05], [-0.03, -0.08, 0.09], [0.02, 0.07, -0.09], [-0.01, 0.07, -0.06], [-0.03, -0.06, 0.02], [0.06, 0.09, 0.10], [-0.01, -0.04, 0.09], [0.00, 0.00, -0.02], [-0.02, 0.07, -0.02], [0.01, 0.07, -0.01], [0.04, -0.01, 0.08], [0.06, 0.02, 0.02], [0.00, 0.01, 0.01], [0.01, 0.00, 0.01], [-0.01, 0.01, -0.01], [0.01, 0.00, 0.00], [0.00, 0.00, 0.00], [0.00, 0.00, 0.00], [0.00, 0.00, 0.00], [0.00, 0.00, -0.01], [0.00, -0.01, -0.01], [0.00, 0.02, -0.05], [0.00, -0.03, 0.03], [0.00, 0.02, 0.02], [-0.01, 0.00, 0.00], [0.00, 0.00, -0.01], [-0.01, 0.00, 0.01], [-0.01, -0.01, 0.01], [-0.01, -0.01, 0.00], [-0.02, 0.06, -0.02]], "homo_lumo_gap_ha": 0.22409, "homo_ev": -10.51, "e_above_lowest_kcal_mol": 0.0, "lumo_ev": -4.41, "total_charge": 1}

---

{"formula": "C24H19Br4N7O6Zr", "method": "ωB97M-V/def2-TZVPD", "symbols": ["Zr", "Br", "Br", "Br", "Br", "O", "O", "O", "O", "O", "O", "N", "N", "N", "N", "N", "N", "N", "C", "C", "C", "C", "C", "C", "C", "C", "C", "C", "C", "C", "C", "C", "C", "C", "C", "C", "C", "C", "C", "C", "C", "C", "H", "H", "H", "H", "H", "H", "H", "H", "H", "H", "H", "H", "H", "H", "H", "H", "H", "H", "H"], "coordinates": [[-0.45450, -0.43415, 0.39832], [4.25324, 5.03602, 1.75583], [-7.36114, 1.31732, -1.53961], [1.64385, 2.94350, -2.77662], [-3.63820, -2.63305, -3.02149], [-0.69777, -1.65970, 4.08040], [0.06478, 1.36683, -0.54946], [-0.27544, -2.53001, 0.72399], [-1.82494, -1.04123, -1.00966], [-1.48048, -0.80490, 2.14528], [0.49046, -3.68543, 2.50352], [1.90888, -0.83823, 0.94566], [2.38834, -2.48020, -0.65355], [1.87788, -2.55232, -2.91183], [-2.43901, 1.03712, 0.42682], [3.26473, -2.68205, 1.45757], [0.84058, -0.99080, -1.49669], [0.48533, 1.30135, 2.01233], [0.59450, 1.28028, 3.31796], [2.95882, 3.85982, 1.03495], [2.47723, -1.95126, 0.61272], [2.18420, 3.03253, 1.88902], [-3.05930, -0.58478, -1.14377], [1.49039, 2.12368, 4.00717], [1.08962, -2.08254, -4.04141], [-3.87363, 2.82210, 1.06631], [-0.14524, -2.79245, 1.99648], [1.81840, 2.94928, -0.89273], [-3.42212, 0.56536, -0.39012], [-5.62786, 0.57693, -1.35625], [-4.01435, -1.11793, -1.96250], [-0.84344, -1.69382, 2.88768], [1.64778, -1.95790, -1.71047], [3.09735, -3.30684, -3.16973], [2.78303, 3.80741, -0.31440], [1.24721, 2.18221, 1.29123], [-5.30247, -0.53674, -2.06390], [-4.67645, 1.17759, -0.48865], [2.28283, 2.97883, 3.30096], [-2.65142, 2.12418, 1.11704], [1.01867, 2.14470, -0.11881], [-4.88016, 2.34694, 0.27952], [3.05143, -3.67690, -4.18987], [3.38394, 4.43325, -0.95953], [0.43401, -0.58430, -2.32827], [-0.03730, 0.57073, 3.84287], [-3.99891, 3.71739, 1.65931], [2.98958, 3.62408, 3.80549], [1.34957, -1.06002, -4.33305], [2.17144, -0.61858, 1.90368], [2.70746, -3.42691, -0.75325], [0.02638, -2.12507, -3.80253], [-1.84208, 2.46219, 1.75294], [-5.83358, 2.85580, 0.23268], [1.54212, 2.06930, 5.08558], [3.39476, -3.65184, 1.21639], [3.17950, -4.18742, -2.53026], [2.99579, -2.58702, 2.42587], [3.99997, -2.70208, -3.05838], [-6.02932, -0.99072, -2.72237], [1.27501, -2.73954, -4.88642]], "forces_ev_per_a": [[-0.09, 0.77, -0.83], [0.03, 0.03, 0.03], [0.02, 0.01, 0.01], [-0.07, -0.08, 0.13], [0.10, 0.02, 0.06], [-0.11, 0.09, 0.22], [0.59, 0.41, -0.32], [0.29, -0.37, 0.52], [-0.60, 0.20, -0.23], [0.44, -0.29, 0.92], [0.16, -0.19, -0.08], [-0.17, -0.10, 0.32], [-0.11, 0.01, 0.06], [0.00, 0.03, 0.03], [0.00, -0.31, -0.19], [-0.03, 0.09, 0.03], [-0.26, -0.22, 0.05], [0.06, 0.14, -0.47], [-0.08, 0.00, 0.08], [-0.09, -0.07, 0.04], [-0.08, -0.04, -0.20], [0.15, 0.11, 0.21], [0.69, -0.22, 0.12], [-0.11, -0.10, 0.05], [0.02, -0.06, -0.03], [0.15, 0.02, 0.08], [-0.31, 0.26, -0.11], [0.37, 0.40, -0.08], [0.27, 0.25, 0.31], [0.07, 0.07, 0.08], [-0.47, 0.00, -0.29], [-0.08, -0.31, -0.41], [0.24, -0.01, 0.10], [-0.07, 0.00, -0.06], [-0.12, -0.10, -0.15], [-0.19, -0.27, 0.32], [0.13, -0.17, -0.06], [-0.25, 0.16, 0.00], [0.08, 0.10, -0.11], [-0.11, 0.05, 0.12], [-0.42, -0.25, -0.14], [-0.10, -0.07, -0.08], [0.04, 0.02, 0.00], [-0.02, -0.02, -0.02], [-0.01, -0.03, -0.03], [0.03, 0.01, 0.04], [-0.01, -0.01, -0.01], [0.00, 0.00, 0.00], [0.02, 0.01, 0.00], [0.00, 0.16, -0.04], [-0.02, -0.01, -0.03], [0.00, 0.00, 0.03], [-0.01, 0.01, -0.01], [0.00, -0.02, -0.01], [0.00, 0.00, -0.01], [0.02, -0.03, 0.01], [-0.01, -0.01, 0.00], [0.01, -0.05, 0.05], [-0.01, 0.03, 0.02], [0.02, -0.02, -0.01], [-0.03, 0.00, -0.01]], "homo_lumo_gap_ha": 0.28128, "homo_ev": -7.98, "e_above_lowest_kcal_mol": 15.8, "lumo_ev": -0.33}

---

{"formula": "C24H19Cl3IN2OPPd", "method": "ωB97M-V/def2-TZVPD", "symbols": ["I", "Pd", "Cl", "Cl", "Cl", "P", "O", "N", "N", "C", "C", "C", "C", "C", "C", "C", "C", "C", "C", "C", "C", "C", "C", "C", "C", "C", "C", "C", "C", "C", "C", "C", "C", "H", "H", "H", "H", "H", "H", "H", "H", "H", "H", "H", "H", "H", "H", "H", "H", "H", "H", "H"], "coordinates": [[2.43451, -4.36937, 0.76875], [0.77487, 0.38013, -0.55588], [0.54971, 5.38707, -0.37781], [5.93886, 5.35926, -0.46264], [3.22107, 0.74668, -1.11686], [-1.09776, -0.45561, -0.12717], [0.81781, 2.50187, -0.83328], [0.94563, -0.32563, 1.96341], [-1.21936, -0.97308, 1.48108], [-4.03397, 2.31086, -0.46739], [-0.91257, -1.70413, -2.53730], [1.97698, -0.20256, 2.80187], [3.21252, 2.48552, -0.85330], [-0.17430, -0.87614, 2.40219], [-0.10500, -3.08513, -0.53367], [1.95084, 3.10931, -0.74042], [-2.80588, 1.69793, -0.27808], [-5.13924, 1.54857, -0.82255], [1.93401, -0.63567, 4.11064], [2.03694, 4.51027, -0.53369], [-0.84343, -2.78946, -3.32441], [-0.32189, -1.33864, 3.71177], [-0.59304, -4.10863, -2.74724], [-5.01974, 0.17602, -0.99605], [4.42851, 3.13595, -0.77804], [0.75374, -1.21571, 4.56483], [1.41345, -2.84134, -0.34149], [3.23223, 5.19236, -0.45200], [-0.31402, -4.25891, -1.45399], [-2.68856, 0.31735, -0.43832], [-0.69831, -1.80252, -1.09052], [-3.79404, -0.44428, -0.80965], [4.42940, 4.50162, -0.57419], [-1.25245, -1.78516, 4.03670], [-3.69174, -1.51167, -0.96508], [-1.19562, -0.74356, -2.95077], [-2.10849, -1.29095, 1.83310], [-0.52996, -3.29672, 0.45127], [0.67490, -1.56974, 5.58437], [2.79327, -0.52314, 4.75533], [-6.09718, 2.02806, -0.97661], [1.91055, -2.77099, -1.30598], [-0.14235, -5.24029, -1.02964], [-0.66690, -4.97642, -3.39047], [5.35522, 2.58812, -0.87504], [3.22976, 6.26113, -0.29112], [-1.92941, 2.28630, -0.02776], [-1.03747, -2.70749, -4.38524], [2.86440, 0.26442, 2.39050], [1.53944, -1.91616, 0.22264], [-5.88108, -0.41199, -1.28461], [-4.12487, 3.38231, -0.35015]], "forces_ev_per_a": [[-0.11, 0.04, -0.03], [-0.06, -0.12, -0.34], [-0.01, 0.01, 0.01], [0.01, 0.01, 0.00], [0.07, -0.08, 0.00], [-0.77, -0.26, 0.66], [-0.09, -0.07, 0.23], [0.21, 0.06, -0.03], [0.29, 0.18, 0.13], [-0.02, -0.05, 0.00], [-0.04, -0.11, 0.37], [-0.04, -0.05, 0.02], [-0.07, 0.06, 0.01], [-0.18, 0.01, -0.03], [0.30, 0.14, 0.08], [-0.02, -0.02, -0.04], [0.14, 0.02, 0.01], [0.02, 0.00, 0.00], [0.02, 0.02, 0.01], [0.03, -0.02, -0.01], [0.00, -0.16, 0.07], [-0.01, -0.02, -0.01], [-0.06, 0.17, -0.13], [-0.04, -0.01, -0.01], [0.02, 0.01, 0.00], [-0.01, 0.01, 0.01], [-0.21, 0.06, 0.07], [-0.01, 0.01, 0.00], [0.02, 0.03, 0.13], [0.12, 0.10, -0.23], [0.28, 0.21, -0.89], [-0.02, -0.01, 0.00], [-0.04, -0.01, 0.00], [0.00, 0.00, 0.00], [0.01, -0.01, 0.00], [0.07, 0.02, -0.02], [-0.02, 0.03, -0.03], [0.01, 0.00, 0.02], [0.00, 0.00, 0.00], [0.00, 0.00, 0.00], [0.00, 0.00, 0.00], [0.01, 0.01, 0.00], [0.00, 0.00, -0.01], [0.00, 0.00, 0.00], [0.00, 0.00, 0.00], [0.01, 0.00, 0.00], [0.02, 0.01, -0.02], [0.00, 0.02, 0.00], [0.01, -0.02, -0.01], [0.17, -0.19, -0.01], [0.00, 0.00, 0.00], [0.00, 0.00, 0.00]], "homo_lumo_gap_ha": [0.24176, 0.24189], "homo_ev": [-7.39, -7.39], "e_above_lowest_kcal_mol": 52.2, "lumo_ev": [-0.81, -0.81]}

---

{"formula": "C24H19F6MgNO3PSi", "method": "ωB97M-V/def2-TZVPD", "symbols": ["P", "Si", "Mg", "F", "F", "F", "F", "F", "F", "O", "O", "O", "N", "C", "C", "C", "C", "C", "C", "C", "C", "C", "C", "C", "C", "C", "C", "C", "C", "C", "C", "C", "C", "C", "C", "C", "C", "H", "H", "H", "H", "H", "H", "H", "H", "H", "H", "H", "H", "H", "H", "H", "H", "H", "H", "H"], "coordinates": [[1.57988, -2.44740, -3.03255], [-0.52973, 1.04047, 0.04959], [1.13258, -1.79328, -0.18430], [0.90524, -1.56519, -4.19690], [1.83074, -1.02743, -2.09209], [3.03839, -2.33453, -3.69944], [2.22051, -3.24234, -1.69152], [0.10087, -2.48971, -2.18383], [1.24013, -3.83928, -3.75158], [-0.29824, -0.52771, 0.27714], [2.49933, -1.86280, 1.18198], [3.24462, -2.94969, 3.10360], [0.58378, -3.61518, 0.95663], [-3.86656, 2.61513, 2.94989], [3.45999, 2.29427, 0.43783], [-3.72543, 3.21507, 1.71232], [0.95536, 3.34977, 0.93710], [1.47038, -3.80577, 1.92882], [1.04914, 2.06222, 0.47492], [-2.01629, 1.18050, 2.38550], [2.51436, -2.76784, 2.10729], [-1.61444, 0.46232, -2.53092], [-2.07320, 0.73966, -3.81509], [-0.65608, 2.65233, -2.35263], [2.08314, 4.16455, 1.10250], [-2.76745, 2.82121, 0.80203], [-1.76732, 1.95872, -4.40853], [-1.03498, 2.89276, -3.67510], [1.41653, -4.91505, 2.79723], [-3.01221, 1.54455, 3.29306], [3.34366, 3.63066, 0.83220], [-0.37148, -4.52452, 0.73883], [0.39973, -5.81719, 2.60596], [-0.51182, -5.63814, 1.53917], [-0.98184, 1.44451, -1.78484], [-1.91113, 1.76425, 1.12559], [2.30846, 1.52648, 0.24901], [-3.11117, 1.02305, 4.25280], [4.24780, 4.25947, 0.92674], [-0.14751, 3.45936, -1.80494], [-1.29987, 0.37681, 2.58494], [-2.61482, -0.04780, -4.36352], [-0.79552, 3.85476, -4.13588], [2.19194, -4.98742, 3.58036], [-2.03161, 2.18980, -5.44458], [-4.40836, 4.02122, 1.40874], [0.31807, -6.71013, 3.24753], [-0.02487, 3.77273, 1.19071], [1.98178, 5.15438, 1.52380], [-1.78497, -0.52042, -2.08826], [-2.63993, 3.35270, -0.14613], [-1.01957, -4.31803, -0.13330], [4.42818, 1.80371, 0.26761], [-1.31640, -6.36129, 1.37379], [2.41876, 0.49793, -0.09613], [-4.63060, 2.98275, 3.66687]], "forces_ev_per_a": [[0.17, -0.43, -0.15], [-1.05, 0.98, 1.19], [0.01, -0.99, -0.16], [0.32, -0.48, 0.95], [0.03, -0.45, -0.21], [-1.11, 0.07, 0.73], [-0.55, 0.63, -0.78], [0.75, -0.02, -0.24], [0.16, 0.95, 0.58], [0.26, 0.51, -0.65], [0.70, 0.16, 0.90], [-0.68, 1.29, -1.94], [0.13, 0.14, -0.50], [0.08, -0.73, 0.89], [-0.07, -0.20, -0.05], [-0.80, 1.04, -0.45], [-0.84, 1.46, 0.39], [-1.00, -1.20, 0.50], [0.48, -0.62, -0.54], [-0.17, -0.62, 0.15], [1.23, -0.07, 1.05], [-0.50, -0.84, -0.11], [-0.24, -0.52, -0.30], [0.46, 1.30, -0.66], [0.24, -0.91, 0.06], [0.62, -0.33, -0.27], [0.27, -0.05, 0.10], [-0.20, 0.59, 0.14], [0.44, 0.66, -0.11], [-0.11, 0.56, -0.06], [0.37, 0.12, -0.03], [-0.43, 0.06, -0.47], [-0.53, -0.78, -0.28], [0.13, -0.28, 0.59], [0.57, -0.61, 0.35], [0.56, -0.09, -0.34], [0.40, -0.36, -0.28], [0.08, 0.33, -0.41], [-0.62, -0.46, 0.04], [-0.08, -0.59, -0.20], [-0.42, 0.14, 0.38], [0.32, 0.52, 0.29], [-0.05, -0.29, 0.23], [-0.67, -0.01, -0.58], [0.01, -0.22, 0.41], [0.32, -0.29, 0.34], [-0.02, 0.56, -0.35], [0.35, -0.17, -0.12], [-0.06, 0.09, -0.17], [0.05, 0.25, -0.26], [-0.29, -0.24, 0.22], [0.30, -0.27, 0.67], [-0.42, 0.46, 0.07], [0.37, 0.33, -0.02], [0.13, 0.32, 0.11], [0.58, -0.41, -0.64]], "s2": 0.761, "multiplicity": 2, "homo_lumo_gap_ha": [0.35075, 0.14864], "homo_ev": [-9.34, -9.33], "e_above_lowest_kcal_mol": 0.0, "lumo_ev": [0.20, -5.29]}